[1]
Entry from the OMol25 dataset: a molecular structure, C7H8N2O3 at a distorted geometry (ωB97M-V/def2-TZVPD).

LUMO energy   -0.018 Ha
HOMO-LUMO gap   9.28 eV
Total charge   0
Energy above the lowest of the compared OMol25 structures with the same formula, charge and spin   649.2 kJ/mol

Positions of all 20 atoms, in Å:
1 C 3.72 0.05 0.07
2 C 2.55 -0.96 0.17
3 C 0.12 -0.57 -0.11
4 C -0.31 -1.94 -0.02
5 C -1.62 -2.21 0.17
6 C -2.17 -0.03 -0.23
7 C -0.89 0.37 -0.08
8 H 4.09 0.38 1.18
9 H 3.12 1.15 -0.64
10 H 4.71 -0.37 -0.53
11 H 2.61 -1.51 1.20
12 H 2.62 -1.88 -0.54
13 H 0.34 -2.70 0.03
14 H -1.82 -3.30 0.25
15 H -2.94 0.70 -0.43
16 N -2.58 -1.32 -0.15
17 N -0.59 1.76 0.11
18 O 1.34 -0.09 -0.10
19 O -1.44 2.36 0.76
20 O 0.24 2.26 -0.67

Mulliken atomic charge list, values in e, 5 entries: C -0.87; C -0.29; C 0.59; C -0.72; C -0.30


[2]
Entry from the OMol25 dataset: H9NO2Si5 in the gas phase at a distorted geometry (ωB97M-V/def2-TZVPD).

LUMO energy (alpha / beta)   -0.011 / -0.009 Ha
HOMO-LUMO gap (alpha / beta)   8.62 / 6.39 eV
Total charge   0
Energy above the lowest of the compared OMol25 structures with the same formula, charge and spin   140.7 kJ/mol

Positions of all 17 atoms, in Å:
1 N 0.40 -2.46 -0.53
2 O -0.35 -1.30 -0.32
3 O 1.77 -2.05 -0.65
4 Si -0.12 1.56 1.24
5 Si -2.21 0.68 0.64
6 Si 1.63 1.34 -0.33
7 Si -1.96 -1.45 -0.36
8 Si 2.63 -0.72 -0.77
9 H 0.14 3.04 1.49
10 H 0.49 1.12 2.59
11 H -2.97 0.35 1.75
12 H -3.09 1.25 -0.50
13 H 1.76 2.07 -1.67
14 H 2.72 2.37 0.30
15 H -2.27 -2.71 0.31
16 H -2.45 -1.63 -1.78
17 H 3.90 -1.47 -1.42

Mulliken atomic charge list, values in e, 5 entries: N -0.01; O 0.02; O -0.08; Si 0.25; Si 0.27


[3]
Entry from the OMol25 dataset: 2 unconnected molecules or ions with the total composition C4H14N2O at a distorted geometry (ωB97M-V/def2-TZVPD).

LUMO energy   0.036 Ha
SMILES string   NCCCCN.O
HOMO-LUMO gap   10.13 eV
Total charge   0
Energy above the lowest of the compared OMol25 structures with the same formula, charge and spin   204.5 kJ/mol

Positions of all 21 atoms, in Å:
1 N 1.11 0.55 1.15
2 C 1.35 0.99 -0.20
3 C 0.95 -0.07 -1.23
4 C -0.45 -0.58 -1.09
5 C -1.61 0.50 -0.96
6 N -1.71 1.01 0.42
7 H 0.12 0.80 1.39
8 H 1.57 0.97 1.91
9 H 0.94 1.98 -0.19
10 H 2.47 1.28 -0.35
11 H 1.25 -0.14 -2.31
12 H 1.57 -0.88 -0.83
13 H -0.83 -1.30 -1.81
14 H -0.63 -1.28 -0.22
15 H -2.48 -0.08 -1.19
16 H -1.36 1.24 -1.74
17 H -2.16 0.38 1.02
18 H -2.37 1.80 0.31
19 O 0.59 -2.43 2.32
20 H 0.92 -3.16 1.84
21 H 0.75 -1.59 1.78

Mulliken atomic charge list, values in e, 5 entries: N -0.53; C -0.65; C -0.48; C -0.60; C -0.74


[4]
Entry from the OMol25 dataset: a molecular structure, C3H3CuFO2 at a distorted geometry (ωB97M-V/def2-TZVPD).

LUMO energy   -0.231 Ha
HOMO-LUMO gap   7.60 eV
Total charge   +1
Energy above the lowest of the compared OMol25 structures with the same formula, charge and spin   113.8 kJ/mol

Positions of all 10 atoms, in Å:
1 F -1.00 -2.75 2.09
2 H -1.80 -2.27 1.70
3 H 0.68 1.27 1.37
4 O 1.21 0.69 -0.57
5 O -0.87 0.54 -1.06
6 C 0.49 0.45 0.67
7 C -0.91 0.37 0.24
8 C 0.42 0.80 -1.55
9 H 0.81 -0.53 1.14
10 Cu 0.98 1.44 -4.03

Mulliken atomic charge list, values in e, 5 entries: F -0.41; H 0.42; H 0.29; O -0.22; O -0.13


[5]
Entry from the OMol25 dataset: C10H18O2Si in the gas phase at a distorted geometry (ωB97M-V/def2-TZVPD).

LUMO energy   0.031 Ha
SMILES string   CCOc1oc([Si](C)(C)C)cc1C
HOMO-LUMO gap   8.66 eV
Total charge   0
Energy above the lowest of the compared OMol25 structures with the same formula, charge and spin   66.3 kJ/mol

Positions of all 31 atoms, in Å:
1 C -2.08 -2.64 0.82
2 C -2.51 -1.35 1.45
3 O -2.97 -0.35 0.70
4 C -1.95 0.44 0.24
5 O -0.69 0.10 0.53
6 C 0.26 1.04 0.11
7 Si 1.89 0.19 -0.08
8 C 1.90 -1.33 0.98
9 C 3.23 1.43 0.49
10 C 1.94 -0.22 -1.90
11 C -0.66 1.93 -0.53
12 C -2.12 1.62 -0.41
13 C -3.33 2.37 -0.76
14 H -2.42 -2.80 -0.21
15 H -1.00 -2.60 0.92
16 H -2.39 -3.52 1.42
17 H -1.63 -0.89 1.98
18 H -3.23 -1.63 2.25
19 H 2.88 -1.78 1.16
20 H 1.58 -0.85 2.00
21 H 1.08 -2.11 0.84
22 H 3.39 2.25 -0.22
23 H 2.91 1.78 1.45
24 H 4.20 0.97 0.60
25 H 2.51 -1.11 -1.89
26 H 0.93 -0.39 -2.23
27 H 2.40 0.50 -2.54
28 H -0.25 2.80 -1.06
29 H -4.22 1.85 -0.77
30 H -3.17 2.95 -1.67
31 H -3.39 3.16 -0.01

Mulliken atomic charge list, values in e, 5 entries: C -0.63; C -0.05; O -0.43; C 0.40; O -0.18


[6]
Entry from the OMol25 dataset: a molecular structure, C6H15N at a distorted geometry (ωB97M-V/def2-TZVPD).

LUMO energy (alpha / beta)   0.155 / 0.146 Ha
HOMO-LUMO gap (alpha / beta)   5.81 / 5.60 eV
2S+1   2
Total charge   -1
Energy above the lowest of the compared OMol25 structures with the same formula, charge and spin   528.6 kJ/mol

Positions of all 22 atoms, in Å:
1 C -2.64 -0.25 -0.03
2 C -2.55 -0.28 1.53
3 C -1.96 -1.25 -0.84
4 N 0.26 0.97 -0.90
5 C 0.93 -0.09 -1.10
6 C 2.38 -0.05 -0.78
7 C 2.49 -0.25 0.74
8 H -1.43 -0.06 -0.41
9 H -3.64 0.00 -0.35
10 H -1.57 -0.67 1.85
11 H -3.39 -0.79 1.99
12 H -2.71 0.75 1.90
13 H -1.23 -1.96 -0.44
14 H -2.69 -1.85 -1.51
15 H 1.86 4.10 -0.52
16 H 0.57 -1.02 -1.39
17 H 2.28 3.42 -0.66
18 H 2.56 1.01 -0.93
19 H 3.11 -0.65 -1.34
20 H 3.46 -0.04 1.16
21 H 1.64 0.29 1.19
22 H 2.28 -1.31 0.82

Mulliken atomic charge list, values in e, 5 entries: C -0.45; C -1.02; C -0.94; N -0.88; C -0.40


[7]
Entry from the OMol25 dataset: 2 unconnected molecules or ions with the total composition C4H12 at a distorted geometry (ωB97M-V/def2-TZVPD).

LUMO energy   0.042 Ha
SMILES string   CC.CC
HOMO-LUMO gap   12.67 eV
Total charge   0
Energy above the lowest of the compared OMol25 structures with the same formula, charge and spin   76.1 kJ/mol

Positions of all 16 atoms, in Å:
1 C 1.47 1.00 1.85
2 C 0.42 -0.07 2.08
3 H 2.47 0.60 1.99
4 H 1.37 1.38 0.85
5 H 1.25 1.89 2.55
6 H -0.32 0.03 2.82
7 H -0.08 -0.14 1.18
8 H 0.88 -1.12 2.24
9 C -0.32 -0.66 -1.60
10 C -1.57 -0.24 -2.35
11 H 0.33 -1.41 -2.04
12 H 0.34 0.29 -1.41
13 H -0.54 -1.12 -0.67
14 H -2.03 0.66 -1.82
15 H -2.33 -1.04 -2.25
16 H -1.35 -0.08 -3.42

Mulliken atomic charge list, values in e, 5 entries: C -0.79; C -0.41; H 0.25; H 0.26; H 0.23


[8]
Entry from the OMol25 dataset: 2 unconnected molecules or ions with the total composition C3H7O3 at a distorted geometry (ωB97M-V/def2-TZVPD).

LUMO energy (alpha / beta)   0.023 / -0.132 Ha
HOMO-LUMO gap (alpha / beta)   10.32 / 6.11 eV
2S+1   2
Total charge   0
Energy above the lowest of the compared OMol25 structures with the same formula, charge and spin   80.1 kJ/mol

Positions of all 13 atoms, in Å:
1 C -1.45 0.44 2.01
2 O -1.81 0.59 0.62
3 H -0.98 0.60 0.13
4 H -0.38 0.59 2.13
5 H -2.03 1.18 2.56
6 H -1.77 -0.54 2.32
7 C 0.91 -0.88 -1.82
8 C 1.51 0.15 -0.87
9 O 0.82 0.82 -0.12
10 O 2.79 0.27 -0.89
11 H 0.83 -1.79 -1.25
12 H 1.59 -0.98 -2.67
13 H -0.03 -0.45 -2.15

Mulliken atomic charge list, values in e, 5 entries: C -0.51; O -0.55; H 0.43; H 0.26; H 0.21


[9]
Entry from the OMol25 dataset: 2 unconnected molecules or ions with the total composition C21H22NO5S2 at a distorted geometry (ωB97M-V/def2-TZVPD).

LUMO energy   0.077 Ha
HOMO-LUMO gap   4.23 eV
Total charge   -1
Energy above the lowest of the compared OMol25 structures with the same formula, charge and spin   0.0 kJ/mol

Positions of all 51 atoms, in Å:
1 C 4.65 0.15 5.06
2 O 3.33 -0.25 5.50
3 C 2.36 -0.52 4.58
4 C 2.57 -0.51 3.18
5 C 1.54 -0.91 2.35
6 C 0.27 -1.29 2.85
7 C -0.76 -1.81 1.98
8 C -0.51 -2.72 1.01
9 S -1.76 -3.27 -0.16
10 O -2.41 -4.43 0.40
11 O -2.50 -2.11 -0.59
12 C -0.76 -3.79 -1.59
13 C 0.09 -5.03 -1.35
14 C 0.62 -5.17 0.05
15 S 1.04 -3.62 0.90
16 O 1.94 -2.87 0.04
17 O 1.44 -4.02 2.24
18 C 0.06 -1.18 4.25
19 C 1.08 -0.85 5.10
20 H 5.18 0.38 5.99
21 H 5.16 -0.67 4.54
22 H 4.61 1.04 4.42
23 H 3.54 -0.25 2.76
24 H 1.71 -0.93 1.28
25 H -1.80 -1.53 2.15
26 H -1.53 -3.96 -2.35
27 H -0.15 -2.92 -1.87
28 H -0.51 -5.92 -1.58
29 H 0.92 -5.01 -2.06
30 H -0.09 -5.68 0.71
31 H 1.57 -5.71 0.07
32 H -0.92 -1.44 4.65
33 H 0.97 -0.85 6.19
34 C -4.00 0.81 -0.34
35 C -4.00 0.98 1.13
36 C -4.41 -0.11 1.90
37 N -4.75 -1.03 2.57
38 C -3.90 2.25 1.77
39 C -3.57 3.44 1.04
40 C -3.39 4.65 1.70
41 C -3.60 4.74 3.08
42 C -4.01 3.62 3.81
43 C -4.17 2.40 3.16
44 H -3.59 1.69 -0.85
45 H -3.44 -0.08 -0.64
46 H -5.03 0.65 -0.69
47 H -3.45 3.39 -0.04
48 H -3.11 5.54 1.12
49 H -3.44 5.70 3.59
50 H -4.22 3.70 4.87
51 H -4.52 1.53 3.72

Mulliken atomic charge list, values in e, 5 entries: C -0.80; O -0.45; C 0.92; C -0.19; C -0.42


[10]
Entry from the OMol25 dataset: C2H6NO2P in the gas phase at a distorted geometry (ωB97M-V/def2-TZVPD).

LUMO energy (alpha / beta)   -0.008 / -0.008 Ha
SMILES string   CP(C)(=O)N=O
HOMO-LUMO gap (alpha / beta)   8.08 / 8.08 eV
Total charge   0
Energy above the lowest of the compared OMol25 structures with the same formula, charge and spin   282.6 kJ/mol

Positions of all 12 atoms, in Å:
1 C 0.74 -0.22 1.51
2 P -0.40 0.16 0.09
3 C 0.46 0.59 -1.42
4 O -1.37 1.15 0.44
5 N -1.32 -1.68 -0.29
6 O -2.47 -1.52 -0.57
7 H 0.07 -0.58 2.29
8 H 1.53 -0.86 1.17
9 H 1.03 0.83 1.82
10 H 0.06 1.64 -1.61
11 H 1.49 0.60 -1.12
12 H 0.17 -0.10 -2.30

Mulliken atomic charge list, values in e, 5 entries: C -0.96; P 0.84; C -0.92; O -0.66; N -0.01


[11]
Entry from the OMol25 dataset: a molecular structure, C18H24N6RuS at a distorted geometry (ωB97M-V/def2-TZVPD).

LUMO energy (alpha / beta)   -0.365 / -0.432 Ha
HOMO-LUMO gap (alpha / beta)   7.64 / 6.54 eV
2S+1   6
Total charge   +3

Positions of all 50 atoms, in Å:
1 Ru -1.28 -0.11 -0.50
2 C -2.72 2.66 -0.86
3 C -1.39 2.81 -0.08
4 N -1.21 1.76 0.93
5 C -2.19 1.73 2.03
6 C -2.59 0.28 2.38
7 N -2.80 -0.58 1.20
8 C -4.10 -0.49 0.49
9 C -4.29 0.84 -0.25
10 N -3.10 1.24 -1.02
11 H -2.59 3.13 -1.83
12 H -3.52 3.20 -0.35
13 H -1.36 3.81 0.37
14 H -0.55 2.73 -0.78
15 H -0.27 1.84 1.32
16 H -3.06 2.32 1.76
17 H -1.77 2.17 2.94
18 H -3.48 0.30 3.02
19 H -1.77 -0.18 2.95
20 H -2.71 -1.55 1.51
21 H -4.94 -0.62 1.19
22 H -4.14 -1.32 -0.22
23 H -4.54 1.62 0.48
24 H -5.17 0.75 -0.90
25 H -3.26 1.03 -2.02
26 N 3.23 -1.15 -0.68
27 C 4.16 -0.14 -0.57
28 C 5.50 -0.44 -0.35
29 C 6.43 0.58 -0.22
30 C 6.04 1.92 -0.35
31 C 4.71 2.24 -0.57
32 C 3.76 1.22 -0.65
33 S 2.06 1.60 -0.80
34 N 1.29 0.15 -0.62
35 C 1.89 -1.01 -0.64
36 C 1.05 -2.22 -0.61
37 C 1.55 -3.49 -0.33
38 C 0.71 -4.59 -0.42
39 C -0.62 -4.38 -0.77
40 C -1.06 -3.08 -0.98
41 N -0.25 -2.03 -0.90
42 H 3.62 -2.09 -0.75
43 H 5.81 -1.47 -0.26
44 H 7.46 0.34 -0.01
45 H 6.77 2.71 -0.27
46 H 4.40 3.27 -0.67
47 H 2.57 -3.65 0.00
48 H 1.08 -5.58 -0.22
49 H -1.30 -5.21 -0.87
50 H -2.10 -2.88 -1.25

Mulliken atomic charge list, values in e, 5 entries: Ru 0.56; C -0.85; C -0.26; N -0.02; C -0.74


[12]
Entry from the OMol25 dataset: a molecular structure, C26H35N9Pd (ωB97M-V/def2-TZVPD).

LUMO energy (alpha / beta)   -0.402 / -0.495 Ha
HOMO-LUMO gap (alpha / beta)   7.42 / 4.72 eV
2S+1   5
Total charge   +4
Energy above the lowest of the compared OMol25 structures with the same formula, charge and spin   0.0 kJ/mol

Positions of all 71 atoms, in Å:
1 Pd 0.86 0.51 0.31
2 C -2.27 3.34 1.63
3 C -2.46 3.13 2.98
4 C -1.73 2.12 3.58
5 C -0.83 1.31 2.84
6 N -0.61 1.58 1.49
7 C -1.33 2.55 0.94
8 N -0.29 0.32 3.54
9 C 0.49 -0.69 3.09
10 N 1.05 -0.80 1.89
11 C 1.79 -2.00 1.82
12 N 2.44 -2.45 0.83
13 C 2.59 -1.94 -0.45
14 C 3.34 -2.74 -1.31
15 C 3.55 -2.37 -2.62
16 C 2.99 -1.17 -3.07
17 C 2.26 -0.41 -2.18
18 N 2.06 -0.77 -0.89
19 C 1.64 -2.66 3.13
20 C 2.13 -3.85 3.62
21 C 1.77 -4.20 4.93
22 C 0.96 -3.38 5.71
23 C 0.47 -2.17 5.21
24 C 0.82 -1.84 3.91
25 H -2.81 4.11 1.09
26 H -3.16 3.72 3.54
27 H -1.84 1.88 4.63
28 H -1.15 2.75 -0.11
29 H 3.74 -3.66 -0.91
30 H 4.13 -2.99 -3.29
31 H 3.13 -0.83 -4.08
32 H 1.82 0.52 -2.49
33 H 2.75 -4.50 3.02
34 H 2.14 -5.13 5.34
35 H 0.71 -3.68 6.71
36 H -0.17 -1.53 5.81
37 N 4.72 3.69 1.70
38 C 4.89 2.82 0.48
39 C 3.53 2.35 -0.02
40 N 2.75 1.64 1.02
41 C 2.59 2.52 2.20
42 C 3.92 3.00 2.76
43 H 4.27 4.58 1.44
44 H 5.64 3.95 2.07
45 H 5.52 1.98 0.79
46 H 5.42 3.39 -0.28
47 H 3.70 1.68 -0.87
48 H 2.94 3.19 -0.38
49 H 3.26 0.81 1.30
50 H 2.06 1.98 2.98
51 H 1.97 3.37 1.90
52 H 4.53 2.17 3.12
53 H 3.77 3.69 3.59
54 C -6.22 -0.12 -3.81
55 C -5.58 -1.22 -4.65
56 C -5.78 -0.98 -6.15
57 C -6.07 -2.60 -4.23
58 N -4.10 -1.22 -4.42
59 N -3.36 -0.14 -4.27
60 H -7.30 -0.17 -3.96
61 H -5.93 0.89 -4.13
62 H -6.02 -0.25 -2.75
63 H -6.84 -1.02 -6.36
64 H -5.28 -1.74 -6.75
65 H -5.41 0.01 -6.45
66 H -7.13 -2.68 -4.46
67 H -5.93 -2.77 -3.17
68 H -5.56 -3.39 -4.79
69 H -3.59 -2.09 -4.57
70 H -3.91 0.72 -4.27
71 H -2.48 -0.10 -4.77

Mulliken atomic charge list, values in e, 5 entries: Pd 0.49; C -0.74; C -0.46; C -0.46; C 0.55